# 1
A structure of composition C17H17N9OS2SeW, computed with wB97M-V/def2-TZVPD.

Each line ends with the Mulliken charge.
Geometry (Å):
W 0.20 -0.40 -0.23  1.035
N -1.21 -1.59 3.82  -0.392
C -0.97 -0.99 2.63  0.781
S -0.68 -2.05 1.26  -0.564
N -0.95 0.31 2.58  -1.201
N -0.70 0.78 1.29  0.453
C -0.94 2.05 1.17  -0.192
C -0.87 2.81 -0.06  0.762
C -0.98 4.20 0.01  -0.757
C -1.01 4.95 -1.15  -0.835
C -0.94 4.30 -2.38  -0.503
C -0.85 2.92 -2.47  -0.712
C -0.80 2.19 -1.31  0.770
O -0.72 0.82 -1.37  -0.477
H -1.30 -2.58 3.89  0.199
H -1.46 -1.01 4.61  0.260
H -1.25 2.56 2.07  0.474
H -1.06 4.68 0.98  0.443
H -1.08 6.03 -1.09  0.444
H -0.97 4.89 -3.29  0.424
H -0.82 2.42 -3.43  0.478
C -3.05 -3.21 -3.94  -1.239
C -1.60 -2.91 -3.90  0.921
N -0.72 -3.19 -4.81  -0.671
N 0.47 -2.71 -4.30  0.201
C 0.33 -2.13 -3.12  0.459
S 1.53 -1.44 -2.11  -0.419
N -0.98 -2.26 -2.85  0.397
N -1.53 -1.77 -1.66  -0.899
H -3.28 -3.68 -4.90  0.356
H -3.65 -2.30 -3.85  0.336
H -3.33 -3.90 -3.14  0.330
H 1.32 -2.82 -4.82  0.175
H -2.31 -1.16 -1.89  0.243
H -1.85 -2.55 -1.09  0.386
Se 2.48 1.10 -0.10  0.346
N 1.92 -0.44 0.77  -0.348
C 2.43 -0.43 2.01  0.947
C 2.35 -1.48 2.94  -0.601
C 2.88 -1.25 4.18  -0.637
C 3.49 0.00 4.55  -0.597
C 3.58 1.03 3.68  -0.648
C 3.05 0.84 2.35  0.784
N 3.11 1.76 1.42  -0.681
H 1.91 -2.42 2.68  0.607
H 2.86 -2.04 4.92  0.438
H 3.90 0.11 5.55  0.431
H 4.05 1.97 3.93  0.491

Results
**⟨S²⟩**: 2.06
**Total charge**: +2
**Lowest unoccupied orbital energy (spin up / spin down)**: -7.50 / -7.90 eV
**Total energy**: -4490.44222 a.u.
**2S+1**: 3

# 2
A structure of composition C17H17NNa, computed with wB97M-V/def2-TZVPD.

Each line ends with the Mulliken charge.
Geometry (Å):
C 0.58 -1.80 1.74  -1.216
N 1.35 -0.52 1.58  0.287
C 0.53 0.58 1.21  0.165
C 1.06 1.53 0.30  -0.249
C 0.26 2.55 -0.15  -0.561
C -1.04 2.74 0.31  -0.506
C -1.56 1.83 1.25  -0.566
C -0.82 0.73 1.64  -0.220
C 2.67 -0.39 2.14  -1.101
H -0.36 -1.78 1.14  0.427
H 1.19 -2.62 1.41  0.397
H 0.29 -2.04 2.78  0.364
H 2.07 1.39 -0.03  0.409
H 0.67 3.23 -0.92  0.322
H -1.65 3.57 -0.06  0.364
H -2.57 1.99 1.64  0.361
H -1.26 -0.02 2.31  0.416
H 2.59 0.41 2.92  0.250
H 2.85 -1.34 2.63  0.558
C 5.73 -1.72 1.09  -0.919
Na 7.69 2.83 1.81  0.925
C 4.62 -1.13 0.57  -0.823
C 4.21 0.00 1.42  0.767
C 5.37 0.17 2.40  0.120
C 6.29 -0.91 2.14  0.339
C 7.52 -0.91 2.81  -0.571
C 7.80 0.05 3.74  -0.521
C 6.83 1.02 4.09  -0.978
C 5.61 1.07 3.40  -0.165
H 6.19 -2.70 0.85  0.393
H 4.10 -1.38 -0.40  0.445
H 3.79 0.95 0.99  0.334
H 8.19 -1.73 2.59  0.423
H 8.76 0.08 4.23  0.475
H 7.01 1.67 4.94  0.398
H 4.87 1.80 3.65  0.455

Results
**Total charge**: +1
**Lowest unoccupied orbital energy**: -4.67 eV
**Total energy**: -874.78039 a.u.

# 3
A structure of composition C17H17NOS2TcTe, computed with wB97M-V/def2-TZVPD.

Each line ends with the Mulliken charge.
Geometry (Å):
Tc 0.50 -0.29 -0.74  0.721
C -1.38 -0.58 1.88  -1.363
C 0.08 -0.64 2.21  1.101
C 0.50 -0.61 3.55  -0.853
C 1.83 -0.67 3.87  -0.553
C 2.78 -0.83 2.84  1.023
C 4.17 -0.95 3.06  -0.875
C 5.02 -1.20 2.02  -0.643
C 4.53 -1.35 0.71  -0.466
C 3.19 -1.19 0.46  0.435
S 2.46 -1.43 -1.12  -0.100
C 2.30 -0.90 1.52  0.135
N 0.97 -0.73 1.22  -0.206
H -1.97 -0.24 2.72  0.420
H -1.72 -1.59 1.62  0.192
H -1.58 0.07 1.02  0.405
H -0.25 -0.51 4.32  0.415
H 2.16 -0.63 4.90  0.479
H 4.55 -0.86 4.07  0.431
H 6.08 -1.32 2.20  0.420
H 5.21 -1.59 -0.10  0.447
C -0.02 3.64 -1.75  -1.054
C -0.28 2.30 -2.31  0.623
C -0.56 2.16 -3.76  -0.987
O -0.28 1.29 -1.57  -0.574
H -0.82 4.33 -2.04  0.350
H 0.89 4.03 -2.21  0.360
H 0.10 3.62 -0.67  0.355
H -0.27 3.05 -4.32  0.371
H -1.64 2.04 -3.88  0.287
H -0.09 1.27 -4.18  0.375
Te -0.97 -2.30 -1.61  0.326
C -2.90 -1.51 -1.53  0.011
C -3.52 -0.65 -2.40  -0.361
C -4.89 -0.49 -2.11  -0.520
C -5.29 -1.24 -1.03  -0.412
S -4.02 -2.15 -0.37  -0.055
H -3.02 -0.17 -3.22  0.505
H -5.57 0.15 -2.66  0.409
H -6.28 -1.30 -0.62  0.427

Results
**⟨S²⟩**: 3.89
**Total charge**: +2
**Lowest unoccupied orbital energy (spin up / spin down)**: -8.22 / -8.21 eV
**Total energy**: -1932.60363 a.u.
**2S+1**: 4

# 4
A structure of composition C17H18AlN4SSe2Si, computed with wB97M-V/def2-TZVPD.

Each line ends with the Mulliken charge.
Geometry (Å):
Al 0.27 -0.01 -0.19  -0.579
S -0.87 -1.82 3.54  -0.214
C -0.05 -0.41 4.05  -0.425
C 0.38 0.35 3.01  -0.436
C 0.04 -0.20 1.74  0.107
C -0.64 -1.38 1.90  -0.237
C -1.10 -2.17 0.76  1.219
C -1.83 -3.36 0.82  -0.926
C -2.18 -3.99 -0.35  -0.438
C -1.82 -3.44 -1.58  -0.925
C -1.11 -2.27 -1.58  -0.013
N -0.77 -1.65 -0.44  0.306
H 0.08 -0.22 5.11  0.485
H 0.91 1.28 3.14  0.418
H -2.09 -3.77 1.78  0.429
H -2.74 -4.92 -0.32  0.450
H -2.08 -3.92 -2.51  0.443
H -0.79 -1.79 -2.50  0.518
Se -4.56 0.92 -1.11  0.341
N -4.21 2.60 -1.47  -0.749
C -2.91 2.74 -1.32  0.579
C -2.18 3.96 -1.51  -0.461
C -0.84 3.92 -1.33  -0.835
C -0.20 2.71 -0.97  -0.119
N -0.82 1.57 -0.77  0.377
C -2.19 1.55 -0.94  0.630
N -2.90 0.46 -0.78  -0.358
H -2.71 4.86 -1.78  0.466
H -0.24 4.81 -1.47  0.421
H 0.88 2.68 -0.85  0.458
C 4.78 -1.79 -1.49  -0.962
Si 4.29 -0.01 -1.61  0.383
C 4.63 0.75 -3.26  -1.037
C 4.92 0.99 -0.19  -0.976
Se 1.96 0.01 -1.72  -0.235
H 5.86 -1.88 -1.66  0.359
H 4.27 -2.39 -2.24  0.300
H 4.56 -2.20 -0.50  0.293
H 5.71 0.76 -3.47  0.370
H 4.27 1.77 -3.29  0.292
H 4.13 0.18 -4.04  0.329
H 6.01 1.04 -0.28  0.353
H 4.68 0.54 0.77  0.304
H 4.54 2.01 -0.21  0.292

Results
**Total charge**: +1
**Lowest unoccupied orbital energy**: -4.62 eV
**Total energy**: -6610.56566 a.u.

# 5
A structure of composition C17H18AuF6N4O5Sb, computed with wB97M-V/def2-TZVPD.

Each line ends with the Mulliken charge.
Geometry (Å):
Au 1.61 -0.18 -1.06  1.253
N 4.99 1.44 0.37  -0.084
C 5.55 0.19 0.22  -0.649
C 4.63 -0.58 -0.42  -0.302
N 3.54 0.20 -0.66  -0.135
C 3.76 1.41 -0.16  0.520
C 2.67 2.35 -0.27  0.514
N 1.56 1.90 -0.85  -0.107
C 0.66 2.94 -0.85  -0.354
C 1.25 4.02 -0.27  -0.838
N 2.52 3.63 0.08  -0.010
H 5.41 2.22 0.85  0.190
H 6.55 -0.03 0.57  0.395
H 4.66 -1.61 -0.71  0.475
H -0.32 2.84 -1.27  0.597
H 0.88 5.00 -0.07  0.397
H 3.16 4.18 0.64  0.233
F 1.29 0.54 1.61  -0.525
Sb 0.01 1.36 2.76  2.456
F -1.03 1.62 1.17  -0.557
F -0.85 -0.32 2.96  -0.554
F -1.32 2.21 3.77  -0.544
F 1.11 1.03 4.24  -0.541
F 0.90 3.00 2.43  -0.590
O -1.18 1.08 -2.21  -0.692
C -1.26 0.19 -1.40  0.315
O -0.32 -0.65 -1.07  -0.817
C -2.53 -0.03 -0.62  0.457
C -2.47 -0.73 0.63  -0.428
C -3.56 -0.88 1.46  -1.192
C -4.73 -0.31 0.98  1.171
O -5.92 -0.28 1.55  -0.406
C -6.81 0.43 0.68  -0.221
O -6.03 0.81 -0.46  -0.409
C -4.79 0.37 -0.27  1.025
C -3.69 0.53 -1.09  -0.896
H -1.52 -1.13 0.93  0.504
H -3.50 -1.37 2.42  0.489
H -7.17 1.33 1.19  0.295
H -7.61 -0.22 0.36  0.296
H -3.72 1.08 -2.02  0.569
C 1.92 -4.31 -0.66  -1.611
C 1.16 -3.09 -1.15  1.252
C 0.54 -3.31 -2.52  -1.312
O 2.13 -2.04 -1.19  -0.659
H 1.25 -5.17 -0.61  0.431
H 2.33 -4.14 0.34  0.370
H 2.74 -4.55 -1.34  0.362
H 0.39 -2.84 -0.42  -0.144
H 1.32 -3.60 -3.23  0.331
H 0.05 -2.41 -2.88  0.310
H -0.20 -4.11 -2.48  0.373

Results
**⟨S²⟩**: 0.77
**Total charge**: +1
**Lowest unoccupied orbital energy (spin up / spin down)**: -3.62 / -6.28 eV
**Total energy**: -2228.83316 a.u.
**2S+1**: 2

# 6
A structure of composition C17H18BClFeN6O2, computed with wB97M-V/def2-TZVPD.

Each line ends with the Mulliken charge.
Geometry (Å):
H 1.28 3.48 -0.14  0.495
N 0.96 1.90 -1.52  -0.039
B 0.47 0.50 -3.60  0.175
N 0.83 1.85 -2.91  0.029
C 1.07 3.07 -3.42  -0.039
Fe 1.08 0.49 -0.33  0.201
H 1.10 3.21 -4.49  0.468
C 1.30 3.95 -2.36  -1.198
H 1.52 5.00 -2.43  0.379
C 1.20 3.20 -1.18  0.008
H 0.49 0.57 -4.79  -0.092
C -2.04 -2.41 2.74  -1.011
H -1.56 -2.98 3.54  0.293
H -1.32 -2.27 1.93  0.127
H -2.90 -2.99 2.38  0.335
N -0.96 0.12 -3.08  0.126
N 1.43 -0.59 -3.04  -0.016
N -1.13 0.00 -1.72  -0.199
N 1.58 -0.73 -1.66  0.036
C -2.13 -0.15 -3.71  -0.236
C 2.20 -1.51 -3.65  -0.034
H -2.21 -0.11 -4.79  0.442
H 2.27 -1.52 -4.73  0.456
C -3.08 -0.47 -2.73  -0.942
C 2.80 -2.31 -2.67  -1.151
C -2.39 -0.35 -1.49  -0.191
C 2.38 -1.80 -1.43  -0.028
H -4.10 -0.73 -2.87  0.399
H 3.47 -3.13 -2.82  0.390
H -2.79 -0.52 -0.50  0.485
H 2.58 -2.12 -0.41  0.522
H -2.38 -1.47 3.13  0.258
Cl -0.12 1.08 8.03  -0.213
C 0.29 0.73 6.40  0.390
C 0.73 -0.56 6.04  -0.613
C 0.99 -0.85 4.69  -0.202
C 0.79 0.15 3.72  -0.034
C 0.42 1.43 4.10  -0.262
C 0.16 1.74 5.43  -0.653
C 0.92 -0.14 2.24  1.141
O 1.31 -1.25 1.83  -0.618
O 0.59 0.87 1.47  -0.934
H 0.84 -1.32 6.81  0.391
H 1.33 -1.83 4.39  0.440
H 0.31 2.20 3.33  0.331
H -0.15 2.75 5.71  0.389

Results
**⟨S²⟩**: 6.01
**Lowest unoccupied orbital energy (spin up / spin down)**: 0.50 / 0.12 eV
**Total energy**: -2886.48767 a.u.
**2S+1**: 5

Question: Look up the total energy of the first one.
Answer: -4490.44222 a.u.